1.
Here is a structure of composition C27H20AsN2O3PPmS4 in a non-equilibrium geometry from the Open Molecules 2025 dataset. Energies are from ωB97M-V/def2-TZVPD.

Last column: Mulliken charge in e.
CARTESIAN COORDINATES (ANGSTROEM)
1 Pm 0.218 -0.639 0.183  0.81
2 O -2.336 1.038 -1.046  -0.49
3 N -1.238 1.745 -0.575  0.49
4 C -1.472 3.001 -0.491  -0.98
5 C -0.513 4.021 -0.143  0.81
6 C -0.921 5.346 -0.337  -1.02
7 C -0.056 6.400 -0.135  -0.72
8 C 1.240 6.148 0.295  -0.75
9 C 1.653 4.845 0.507  -0.53
10 C 0.801 3.771 0.285  0.91
11 P 1.344 2.050 0.635  0.83
12 C 0.985 2.185 2.433  1.29
13 C -0.218 1.632 2.870  -0.40
14 C -0.558 1.664 4.209  -0.73
15 C 0.302 2.246 5.127  -0.57
16 C 1.482 2.825 4.695  -0.77
17 C 1.820 2.809 3.352  -0.15
18 C 3.150 2.233 0.455  0.45
19 C 3.588 2.691 -0.790  -0.87
20 C 4.934 2.724 -1.089  -0.73
21 C 5.860 2.279 -0.158  -0.71
22 C 5.432 1.772 1.057  -0.93
23 C 4.082 1.743 1.363  -0.50
24 H -1.963 0.265 -1.577  0.26
25 H -2.465 3.357 -0.768  0.27
26 H -1.927 5.529 -0.686  0.39
27 H -0.379 7.416 -0.316  0.39
28 H 1.926 6.963 0.471  0.42
29 H 2.669 4.663 0.827  0.34
30 H -0.896 1.156 2.153  0.24
31 H -1.482 1.215 4.539  0.44
32 H 0.056 2.239 6.179  0.38
33 H 2.152 3.288 5.406  0.43
34 H 2.743 3.269 3.028  0.38
35 H 2.854 3.017 -1.515  0.47
36 H 5.260 3.085 -2.052  0.40
37 H 6.913 2.304 -0.393  0.39
38 H 6.146 1.374 1.764  0.44
39 H 3.763 1.335 2.312  0.71
40 S -2.233 -1.786 0.393  -0.40
41 As -1.046 -2.690 -1.261  0.59
42 S -0.420 -0.871 -2.438  -0.45
43 S 0.772 -3.344 -0.239  -0.45
44 S -2.001 -4.127 -2.421  -0.55
45 O 2.424 -0.558 0.056  -0.89
46 C 2.521 -0.877 1.256  0.11
47 N 1.505 -0.734 2.132  0.27
48 C 1.931 -1.082 3.399  -0.28
49 O 1.270 -0.995 4.412  -0.69
50 C 3.360 -1.518 3.291  0.33
51 C 4.262 -1.966 4.230  -0.51
52 C 5.545 -2.275 3.791  -0.45
53 C 5.905 -2.143 2.458  -0.68
54 C 4.991 -1.698 1.509  -0.38
55 C 3.723 -1.390 1.949  0.38
56 H 3.973 -2.077 5.264  0.51
57 H 6.273 -2.626 4.508  0.41
58 H 6.913 -2.376 2.146  0.42
59 H 5.252 -1.590 0.469  0.58

Results
**Spin multiplicity**: 5
**Highest occupied orbital energy (spin up / spin down)**: -4.50 / -4.50 eV
**Charge**: -1
**ΔE to the lowest compared entry with this formula, charge and spin**: 98.5 kJ/mol
**HOMO-LUMO gap (spin up / spin down)**: 0.2255 / 0.2258 hartree

2.
Here is a structure of composition C27H20CaCl2N6O4 in a non-equilibrium geometry from the Open Molecules 2025 dataset. Energies are from ωB97M-V/def2-TZVPD.

Last column: Mulliken charge in e.
CARTESIAN COORDINATES (ANGSTROEM)
1 Ca -0.235 -0.473 -0.097  2.58
2 O -1.869 6.149 -1.973  -0.72
3 C -0.735 5.699 -1.765  0.40
4 O 0.405 6.152 -1.959  -0.72
5 C -0.723 4.318 -1.034  -0.40
6 C 0.459 3.819 -0.503  -0.20
7 C 0.493 2.524 -0.016  0.76
8 N -0.609 1.765 0.012  -0.59
9 C -1.754 2.239 -0.481  1.07
10 C -1.849 3.511 -1.025  -0.96
11 C -2.898 1.283 -0.441  0.13
12 C -4.217 1.722 -0.429  -0.90
13 C -5.235 0.788 -0.378  -0.40
14 C -4.915 -0.561 -0.336  -0.90
15 C -3.579 -0.916 -0.350  -0.18
16 N -2.588 -0.025 -0.407  -0.31
17 C 1.738 1.843 0.446  0.29
18 C 2.990 2.437 0.338  -0.47
19 C 4.107 1.734 0.754  -0.60
20 C 3.955 0.455 1.262  -0.80
21 C 2.678 -0.076 1.313  -0.25
22 N 1.594 0.594 0.922  -0.33
23 H 1.323 4.467 -0.536  0.56
24 H -2.759 3.899 -1.464  0.52
25 H -4.435 2.781 -0.443  0.45
26 H -6.269 1.108 -0.367  0.44
27 H -5.682 -1.321 -0.291  0.40
28 H -3.283 -1.958 -0.317  0.51
29 H 3.088 3.434 -0.066  0.40
30 H 5.090 2.180 0.676  0.45
31 H 4.801 -0.127 1.599  0.43
32 H 2.509 -1.084 1.674  0.44
33 Cl 2.317 -4.766 -0.869  -0.24
34 C 1.201 -4.531 0.439  0.54
35 C 1.003 -5.573 1.356  -0.80
36 C 0.131 -5.426 2.395  0.78
37 Cl -0.109 -6.744 3.503  -0.27
38 C -0.575 -4.213 2.575  -0.09
39 C -1.488 -3.969 3.624  -0.76
40 C -2.124 -2.763 3.702  -1.05
41 C -1.837 -1.779 2.741  -0.23
42 N -0.988 -1.962 1.758  -0.33
43 C -0.362 -3.169 1.645  0.33
44 C 0.524 -3.322 0.515  0.07
45 O 0.640 -2.362 -0.347  -0.83
46 H 1.544 -6.501 1.229  0.45
47 H -1.669 -4.745 4.354  0.43
48 H -2.834 -2.555 4.490  0.40
49 H -2.318 -0.808 2.792  0.53
50 C 2.092 2.144 -3.422  -0.79
51 N 2.655 0.850 -3.070  -0.23
52 C 1.995 -0.046 -2.301  0.59
53 N 2.689 -1.135 -1.887  -0.25
54 O 0.809 0.141 -1.973  -0.87
55 H 2.251 2.349 -4.479  0.35
56 H 2.535 2.950 -2.835  0.27
57 H 1.024 2.123 -3.225  0.25
58 H 3.644 0.723 -3.195  0.21
59 H 3.528 -1.401 -2.372  0.19
60 H 2.128 -1.872 -1.459  0.21

Results
**Highest occupied orbital energy**: -7.81 eV
**Charge**: 0
**HOMO-LUMO gap**: 0.2658 hartree

3.
Here is a structure of composition C27H20Cl4O2PPt in a non-equilibrium geometry from the Open Molecules 2025 dataset. Energies are from ωB97M-V/def2-TZVPD.

Last column: Mulliken charge in e.
CARTESIAN COORDINATES (ANGSTROEM)
1 Pt -1.694 1.186 -1.214  1.26
2 C 3.390 -0.923 -0.482  -1.02
3 C 2.755 -0.957 -1.846  1.09
4 C 3.561 -1.210 -2.955  -0.83
5 C 3.049 -1.274 -4.239  -0.69
6 C 1.692 -1.081 -4.456  -0.76
7 C 0.871 -0.826 -3.377  -1.18
8 C 1.382 -0.772 -2.073  0.82
9 P 0.078 -0.407 -0.870  -0.14
10 C 0.753 0.068 0.756  1.47
11 C 1.202 1.394 0.766  -0.48
12 C 1.738 1.962 1.907  -0.83
13 C 1.828 1.199 3.063  -0.85
14 C 1.386 -0.112 3.059  -1.05
15 C 0.841 -0.706 1.921  0.71
16 C 0.390 -2.136 1.985  -1.33
17 C -0.999 -1.875 -0.914  0.73
18 C -0.419 -3.144 -1.004  -0.29
19 C -1.205 -4.277 -1.054  -0.80
20 C -2.588 -4.147 -1.023  -0.69
21 C -3.163 -2.889 -0.996  -0.65
22 C -2.389 -1.724 -0.964  0.20
23 C -3.091 -0.399 -1.054  -1.64
24 H 4.432 -1.231 -0.544  0.47
25 H 2.880 -1.592 0.211  0.13
26 H 3.361 0.081 -0.060  0.21
27 H 4.621 -1.366 -2.798  0.40
28 H 3.710 -1.473 -5.072  0.39
29 H 1.286 -1.122 -5.457  0.43
30 H -0.191 -0.664 -3.531  0.40
31 H 1.137 1.981 -0.145  0.48
32 H 2.082 2.989 1.898  0.53
33 H 2.247 1.625 3.966  0.43
34 H 1.463 -0.703 3.964  0.42
35 H 0.615 -2.565 2.960  0.52
36 H 0.885 -2.742 1.227  0.22
37 H -0.686 -2.206 1.818  0.27
38 H 0.660 -3.235 -1.052  0.46
39 H -0.748 -5.255 -1.126  0.44
40 H -3.219 -5.026 -1.049  0.41
41 H -4.242 -2.795 -1.007  0.49
42 H -3.584 -0.139 -0.115  0.40
43 H -3.826 -0.420 -1.857  0.53
44 Cl -1.838 7.024 2.733  -0.11
45 C -1.846 5.394 2.260  0.42
46 C -1.928 4.395 3.227  0.13
47 Cl -2.015 4.817 4.869  -0.12
48 C -1.946 3.033 2.843  0.42
49 Cl -2.051 1.808 4.001  -0.03
50 C -1.885 2.629 1.474  0.03
51 O -1.930 1.434 1.125  -0.71
52 C -1.749 3.689 0.454  0.62
53 O -1.626 3.385 -0.748  -0.92
54 C -1.765 5.051 0.892  0.23
55 Cl -1.669 6.248 -0.297  -0.06

Results
**Spin multiplicity**: 5
**Highest occupied orbital energy (spin up / spin down)**: -9.53 / -11.45 eV
**Charge**: +1
**ΔE to the lowest compared entry with this formula, charge and spin**: 42.8 kJ/mol
**HOMO-LUMO gap (spin up / spin down)**: 0.2327 / 0.1650 hartree

4.
Here is a structure of composition C27H20ClF9OOsP in a non-equilibrium geometry from the Open Molecules 2025 dataset. Energies are from ωB97M-V/def2-TZVPD.

Last column: Mulliken charge in e.
CARTESIAN COORDINATES (ANGSTROEM)
1 C -0.761 -1.682 2.629  -0.58
2 C -0.773 -2.361 1.378  -0.45
3 C 0.587 -2.633 0.998  -0.30
4 H -1.672 -2.649 0.860  0.63
5 C 1.442 -2.123 2.028  -1.14
6 C 0.606 -1.557 3.036  -0.04
7 H 0.961 -1.136 3.954  0.81
8 H -1.643 -1.369 3.155  0.44
9 H 0.909 -3.171 0.108  0.63
10 H 2.523 -2.173 2.065  0.45
11 Os 0.275 -0.519 1.257  1.27
12 Cl 2.159 0.902 1.010  -0.32
13 P 0.077 -0.210 -0.959  1.74
14 C 1.211 -1.344 -1.916  -0.08
15 C 0.771 -2.010 -3.076  -0.23
16 H -0.287 -2.072 -3.302  0.33
17 C 1.678 -2.565 -3.981  -0.70
18 H 1.309 -2.980 -4.924  0.44
19 C 3.043 -2.550 -3.687  -0.56
20 H 3.760 -2.942 -4.412  0.39
21 C 3.486 -2.023 -2.465  -0.73
22 H 4.549 -2.039 -2.218  0.43
23 C 2.570 -1.456 -1.578  -0.05
24 H 2.908 -1.051 -0.620  0.31
25 C -1.535 -0.618 -1.810  0.07
26 C -2.128 -1.883 -1.639  -0.19
27 H -1.617 -2.652 -1.059  0.80
28 C -3.345 -2.201 -2.248  -1.05
29 H -3.858 -3.123 -1.984  0.44
30 C -3.882 -1.341 -3.216  -0.52
31 H -4.780 -1.628 -3.763  0.41
32 C -3.242 -0.128 -3.480  -0.78
33 H -3.600 0.516 -4.289  0.42
34 C -2.138 0.271 -2.717  -0.52
35 H -1.721 1.271 -2.844  0.33
36 C 0.497 1.421 -1.692  -0.02
37 C 1.197 1.496 -2.906  0.02
38 H 1.679 0.606 -3.307  0.25
39 C 1.259 2.697 -3.617  -0.67
40 H 1.722 2.713 -4.608  0.43
41 C 0.701 3.855 -3.074  -0.52
42 H 0.705 4.784 -3.644  0.40
43 C 0.144 3.818 -1.789  -0.62
44 H -0.260 4.726 -1.346  0.43
45 C 0.090 2.620 -1.073  -0.52
46 H -0.272 2.582 -0.035  0.38
47 F 1.504 0.191 5.359  -0.28
48 C 1.033 1.454 5.176  0.62
49 F 0.822 1.994 6.400  -0.22
50 F 2.005 2.148 4.542  -0.24
51 C -0.315 1.458 4.312  0.23
52 O -0.209 0.927 3.111  -0.43
53 C -1.452 0.761 5.234  0.59
54 F -1.743 1.504 6.325  -0.23
55 F -2.587 0.588 4.510  -0.25
56 F -1.044 -0.477 5.637  -0.25
57 C -0.730 3.007 4.109  0.44
58 F -0.792 3.683 5.279  -0.21
59 F 0.149 3.627 3.285  -0.22
60 F -1.945 3.048 3.520  -0.24

Results
**Spin multiplicity**: 5
**Highest occupied orbital energy (spin up / spin down)**: -11.04 / -12.33 eV
**Charge**: +1
**ΔE to the lowest compared entry with this formula, charge and spin**: 25.8 kJ/mol
**HOMO-LUMO gap (spin up / spin down)**: 0.2795 / 0.1997 hartree

Repeat the third record exactly.
Here is a structure of composition C27H20Cl4O2PPt in a non-equilibrium geometry from the Open Molecules 2025 dataset. Energies are from ωB97M-V/def2-TZVPD.

Last column: Mulliken charge in e.
CARTESIAN COORDINATES (ANGSTROEM)
1 Pt -1.694 1.186 -1.214  1.26
2 C 3.390 -0.923 -0.482  -1.02
3 C 2.755 -0.957 -1.846  1.09
4 C 3.561 -1.210 -2.955  -0.83
5 C 3.049 -1.274 -4.239  -0.69
6 C 1.692 -1.081 -4.456  -0.76
7 C 0.871 -0.826 -3.377  -1.18
8 C 1.382 -0.772 -2.073  0.82
9 P 0.078 -0.407 -0.870  -0.14
10 C 0.753 0.068 0.756  1.47
11 C 1.202 1.394 0.766  -0.48
12 C 1.738 1.962 1.907  -0.83
13 C 1.828 1.199 3.063  -0.85
14 C 1.386 -0.112 3.059  -1.05
15 C 0.841 -0.706 1.921  0.71
16 C 0.390 -2.136 1.985  -1.33
17 C -0.999 -1.875 -0.914  0.73
18 C -0.419 -3.144 -1.004  -0.29
19 C -1.205 -4.277 -1.054  -0.80
20 C -2.588 -4.147 -1.023  -0.69
21 C -3.163 -2.889 -0.996  -0.65
22 C -2.389 -1.724 -0.964  0.20
23 C -3.091 -0.399 -1.054  -1.64
24 H 4.432 -1.231 -0.544  0.47
25 H 2.880 -1.592 0.211  0.13
26 H 3.361 0.081 -0.060  0.21
27 H 4.621 -1.366 -2.798  0.40
28 H 3.710 -1.473 -5.072  0.39
29 H 1.286 -1.122 -5.457  0.43
30 H -0.191 -0.664 -3.531  0.40
31 H 1.137 1.981 -0.145  0.48
32 H 2.082 2.989 1.898  0.53
33 H 2.247 1.625 3.966  0.43
34 H 1.463 -0.703 3.964  0.42
35 H 0.615 -2.565 2.960  0.52
36 H 0.885 -2.742 1.227  0.22
37 H -0.686 -2.206 1.818  0.27
38 H 0.660 -3.235 -1.052  0.46
39 H -0.748 -5.255 -1.126  0.44
40 H -3.219 -5.026 -1.049  0.41
41 H -4.242 -2.795 -1.007  0.49
42 H -3.584 -0.139 -0.115  0.40
43 H -3.826 -0.420 -1.857  0.53
44 Cl -1.838 7.024 2.733  -0.11
45 C -1.846 5.394 2.260  0.42
46 C -1.928 4.395 3.227  0.13
47 Cl -2.015 4.817 4.869  -0.12
48 C -1.946 3.033 2.843  0.42
49 Cl -2.051 1.808 4.001  -0.03
50 C -1.885 2.629 1.474  0.03
51 O -1.930 1.434 1.125  -0.71
52 C -1.749 3.689 0.454  0.62
53 O -1.626 3.385 -0.748  -0.92
54 C -1.765 5.051 0.892  0.23
55 Cl -1.669 6.248 -0.297  -0.06

Results
**Spin multiplicity**: 5
**Highest occupied orbital energy (spin up / spin down)**: -9.53 / -11.45 eV
**Charge**: +1
**ΔE to the lowest compared entry with this formula, charge and spin**: 42.8 kJ/mol
**HOMO-LUMO gap (spin up / spin down)**: 0.2327 / 0.1650 hartree